[1]
Entry from the OMol25 dataset: a structure of composition C20H30BN4O4OsS at a distorted geometry (ωB97M-V/def2-TZVPD).

```
61
Properties=species:S:1:pos:R:3:nbo_charge:R:1
Os 0.39639 0.40206 0.41789 0.724
C 4.93368 0.38910 0.24207 -0.683
C 3.55523 0.91835 0.44881 0.406
O 2.58649 -0.03704 0.58918 -0.690
C 3.24998 2.21036 0.59808 -0.337
C 1.98229 2.89629 0.71265 0.293
C 2.03873 4.39025 0.83267 -0.660
N 0.81476 2.31575 0.62034 -0.270
N -0.26260 3.19292 0.53035 -0.407
C -1.26826 2.60453 -0.02848 0.562
O -1.26040 1.34020 -0.35700 -0.722
C -2.48109 3.39972 -0.33615 -0.068
C -3.66349 2.76885 -0.71030 -0.187
C -4.79592 3.51411 -0.99787 -0.216
C -4.75439 4.89769 -0.91608 -0.183
C -3.57808 5.53372 -0.54193 -0.209
C -2.44613 4.79095 -0.25391 -0.172
H 4.93255 -0.42356 -0.48455 0.249
H 5.33298 0.00559 1.18386 0.244
H 5.59073 1.17651 -0.11668 0.246
H 4.09788 2.87784 0.54329 0.239
H 3.06210 4.72217 0.98368 0.222
H 1.41557 4.72227 1.66185 0.258
H 1.63263 4.85960 -0.06406 0.254
H -3.70029 1.69103 -0.77901 0.196
H -5.71102 3.01532 -1.28869 0.218
H -5.63619 5.48035 -1.14735 0.223
H -3.54252 6.61299 -0.47781 0.224
H -1.52655 5.27782 0.03775 0.232
C 3.04394 -4.04671 -2.10485 -0.636
C 2.18242 -2.95583 -1.51018 0.264
C 1.22279 -2.38955 -2.54515 -0.643
O 3.05215 -1.83031 -1.11114 -0.719
B 2.45609 -1.29458 -0.02809 1.257
O 1.49506 -2.06683 0.55910 -0.727
C 1.48337 -3.33997 -0.16154 0.260
C 0.04830 -3.80175 -0.30211 -0.637
C 2.29217 -4.30836 0.68382 -0.640
H 3.46211 -3.71175 -3.05318 0.232
H 2.43889 -4.93398 -2.29926 0.226
H 3.86067 -4.32041 -1.44124 0.229
H 1.80150 -1.98176 -3.37301 0.235
H 0.61011 -1.58837 -2.12487 0.214
H 0.56537 -3.16479 -2.93776 0.228
H -0.58147 -3.01471 -0.71632 0.222
H -0.34167 -4.08499 0.67528 0.228
H -0.00729 -4.67141 -0.95871 0.228
H 3.32993 -3.98525 0.77301 0.219
H 2.27803 -5.31146 0.25872 0.228
H 1.85660 -4.34930 1.68147 0.232
C -4.51099 -2.02236 2.28289 -0.434
N -3.15511 -1.55160 2.50605 -0.558
C -2.44061 -0.86328 1.62093 0.347
N -2.94806 -0.58784 0.42952 -0.786
S -0.83917 -0.42244 2.12735 -0.006
H -4.91240 -2.38217 3.22519 0.240
H -4.53704 -2.83750 1.55734 0.210
H -5.15127 -1.20653 1.94388 0.210
H -2.68477 -1.80430 3.35990 0.425
H -3.89446 -0.84362 0.20275 0.405
H -2.47023 0.12798 -0.12240 0.459
```

## Properties
E_tot: -49353.590 eV
orbital gap: 7.235 eV
charge: +1
HOMO energy: -10.30 eV
ΔE to the lowest compared entry with this formula, charge and spin: 0.0 kJ/mol

[2]
Entry from the OMol25 dataset: a cluster of 3 separate species, C4H15NO2 in total at a distorted geometry (ωB97M-V/def2-TZVPD).

```
22
Properties=species:S:1:pos:R:3:nbo_charge:R:1
C -1.24120 -1.99962 -0.39080 -0.629
C -1.56768 -0.74346 0.38892 -0.224
N -0.39654 -0.40902 1.21709 -0.618
C -0.66665 0.72033 2.15523 -0.224
C 0.63403 1.26948 2.68513 -0.610
H -0.22769 -2.34066 -0.21086 0.217
H -1.89532 -2.83433 -0.28822 0.216
H -1.23202 -1.77840 -1.45160 0.205
H -2.41915 -0.88916 1.06786 0.161
H -1.76339 0.17441 -0.13096 0.189
H -0.18246 -1.19040 1.82619 0.340
H -1.31386 0.36909 2.95961 0.168
H -1.18138 1.48734 1.56861 0.186
H 1.29663 1.65776 1.92211 0.216
H 1.22984 0.51990 3.21466 0.200
H 0.42044 2.03509 3.43715 0.208
O 2.36944 0.84737 -4.95776 -0.959
H 1.81613 0.98785 -4.16949 0.489
H 3.08375 0.26575 -4.68316 0.462
O 1.15140 0.98633 -2.16826 -0.946
H 0.34562 0.47012 -2.30049 0.475
H 1.74006 0.39422 -1.69096 0.479
```

## Properties
SMILES: CCNCC.O.O
E_tot: -9975.938 eV
orbital gap: 9.766 eV
HOMO energy: -9.09 eV
ΔE to the lowest compared entry with this formula, charge and spin: 110.8 kJ/mol

[3]
Entry from the OMol25 dataset: a structure of composition C38H29BiN4O7Si at a distorted geometry (ωB97M-V/def2-TZVPD).

```
80
Properties=species:S:1:pos:R:3:lowdin_charge:R:1
Bi -6.89706 -1.69941 19.16057 1.977
O -7.77971 0.40615 24.60319 0.070
C -6.67757 -0.30070 24.66554 -0.285
C -6.10914 -0.54787 25.94352 -0.005
C -4.84920 -1.12006 26.09538 -0.056
C -4.13468 -1.43221 24.93277 -0.095
C -4.73634 -1.39266 23.70300 -0.029
C -6.03364 -0.88273 23.53855 -0.079
C -6.58929 -0.86189 22.17352 -0.368
O -6.01024 -1.50993 21.17887 -0.243
N -7.72894 -0.19240 21.97694 0.066
N -8.17974 -0.29395 20.67423 -0.068
C -9.05531 0.50787 20.21196 -0.065
C -9.51982 0.36575 18.86393 -0.258
C -10.39981 1.28004 18.25747 0.001
C -10.68190 1.23774 16.89654 -0.035
C -10.02439 0.26896 16.11429 -0.014
C -9.07652 -0.54478 16.77406 -0.125
N -8.90555 -0.51719 18.06674 -0.007
H -8.03001 0.49757 23.62292 0.102
H -6.69101 -0.17913 26.77149 0.112
H -4.62182 -1.34121 27.12004 0.103
H -3.18517 -1.88021 25.05397 0.088
H -4.12730 -1.71576 22.83657 0.131
H -9.48695 1.33258 20.88942 0.170
H -10.88233 1.97488 18.91406 0.110
H -11.32986 1.93530 16.45830 0.096
H -10.07667 0.19595 14.99347 0.130
H -8.39879 -1.15542 16.20979 0.114
O -5.43315 -3.86691 19.68771 -0.098
C -5.60271 -4.61013 20.64485 -0.191
C -6.84704 -4.68868 21.39595 -0.111
C -6.82393 -5.30938 22.66467 0.040
C -7.92124 -5.40224 23.47122 -0.151
C -9.15931 -4.95178 23.08926 0.005
C -9.27030 -4.33424 21.84242 0.021
C -8.11722 -4.09586 21.02396 -0.319
O -8.32236 -3.40118 19.89734 -0.311
N -7.84183 -6.17378 24.76317 -0.330
O -6.81291 -6.62964 25.25583 0.071
O -8.95447 -6.27703 25.25802 0.041
H -4.74700 -5.16980 20.96003 0.124
H -5.89430 -5.76621 22.89969 0.116
H -9.93130 -5.14450 23.78234 0.106
H -10.27333 -4.08525 21.45728 0.123
O -5.91101 0.07342 18.48785 -0.560
Si -5.30381 1.46608 17.90677 0.508
C -6.09070 2.19204 16.35257 -0.235
C -7.26878 2.91614 16.47722 -0.112
C -7.83897 3.43552 15.32920 -0.099
C -7.15050 3.32325 14.15133 -0.119
C -5.91924 2.71956 14.01583 -0.084
C -5.39762 2.11671 15.15006 -0.094
C -3.39331 1.33820 17.69797 -0.219
C -2.75159 0.10752 17.95634 -0.074
C -1.36336 -0.03161 17.73484 -0.096
C -0.64217 0.98728 17.17479 -0.107
C -1.28465 2.19946 16.92999 -0.089
C -2.63555 2.34913 17.17259 -0.131
C -5.60359 2.80551 19.21814 -0.225
C -5.65158 4.17750 19.01183 -0.109
C -5.86784 5.08963 20.04719 -0.083
C -6.02843 4.58755 21.34429 -0.099
C -5.83967 3.22865 21.60040 -0.089
C -5.51584 2.37885 20.54777 -0.100
H -7.69140 3.03951 17.44336 0.089
H -8.76397 4.02353 15.34849 0.109
H -7.50303 3.97368 13.31237 0.117
H -5.30474 2.76475 13.10419 0.113
H -4.37689 1.68443 15.14670 0.109
H -3.27900 -0.77946 18.30892 0.092
H -0.86295 -1.02665 17.82292 0.114
H 0.40638 0.96864 16.93269 0.097
H -0.74154 3.10784 16.57414 0.116
H -3.04591 3.30300 16.99403 0.092
H -5.60728 4.51137 17.96442 0.105
H -6.03997 6.11429 19.76264 0.094
H -6.38552 5.17709 22.23260 0.114
H -5.93148 2.77474 22.61723 0.113
H -5.26240 1.37483 20.69187 0.068
```

## Properties
E_tot: -73885.170 eV
orbital gap: 7.010 eV
HOMO energy: -8.46 eV
ΔE to the lowest compared entry with this formula, charge and spin: 208.1 kJ/mol

Question: Among the records above, which one has the lowest orbital gap?
Answer: C38H29BiN4O7Si

Question: What is the formula in the third record?
Answer: C38H29BiN4O7Si